1.
{
  "formula": "C5H10N2S",
  "method": "ωB97M-V/def2-TZVPD",
  "elements": ["C", "C", "C", "C", "C", "N", "N", "S", "H", "H", "H", "H", "H", "H", "H", "H", "H", "H"],
  "positions_angstrom": [[1.794344, 1.290414, -0.081299], [0.506431, 2.096600, -0.184328], [-0.633842, 1.171385, 0.174489], [-1.513549, -2.051441, -0.347274], [-0.399987, -1.337439, 0.414721], [-0.364264, -0.174301, -0.318315], [1.611172, 0.035535, -0.114877], [2.450411, -1.266060, 0.090457], [2.795441, 1.857770, 0.050991], [0.730736, 2.994317, 0.446401], [0.318618, 2.667803, -1.195791], [-0.717617, 1.012674, 1.318280], [-1.480512, 1.397691, -0.377052], [-2.437461, -1.634464, -0.303914], [-1.257562, -2.064887, -1.332426], [-1.465264, -3.156135, -0.044921], [-0.596244, -1.099510, 1.461191], [0.659155, -1.739944, 0.343671]],
  "forces_ev_per_a": [[0.02, 1.33, -0.65], [1.26, 2.24, -1.25], [1.72, -2.27, 2.97], [2.92, -4.61, 2.85], [-2.36, 1.31, -0.27], [3.85, 1.93, -1.30], [-0.77, 2.39, -0.20], [1.41, -1.57, 0.13], [-1.63, -1.44, -0.31], [-0.98, -0.77, 0.18], [0.60, -1.60, 1.37], [-0.44, 1.08, -1.44], [-2.13, 1.07, -0.27], [-2.75, 1.15, 0.80], [0.92, 0.06, -2.82], [-0.82, 1.29, -0.22], [-0.13, -0.48, 0.52], [-0.68, -1.11, -0.10]],
  "lowdin_charge": [-0.185, -0.170, -0.204, -0.068, -0.358, -0.023, -0.577, 0.696, 0.154, 0.110, 0.143, 0.147, 0.093, 0.036, 0.038, 0.105, 0.115, -0.052],
  "total_charge": 0,
  "homo_lumo_gap_ev": [8.32, 8.32],
  "homo_ev": [-8.17, -8.17]
}

2.
{
  "formula": "C5H10N2S",
  "method": "ωB97M-V/def2-TZVPD",
  "elements": ["C", "C", "C", "C", "C", "N", "N", "S", "H", "H", "H", "H", "H", "H", "H", "H", "H", "H"],
  "positions_angstrom": [[-1.132771, 2.058071, -0.043055], [-2.210477, 1.362006, -0.468579], [-0.160439, 1.242334, 0.798510], [1.834464, -1.292544, 0.187597], [0.487968, -0.759548, -0.416692], [-2.182593, 0.027110, -0.215352], [-0.344005, -0.163158, 0.661686], [-3.367441, -1.027745, 0.305580], [-0.814502, 3.024844, -0.392868], [-3.183997, 1.610623, -0.902862], [0.914676, 1.277766, 0.576756], [-0.408699, 1.545051, 1.826011], [2.287276, -2.125674, -0.481832], [2.511215, -0.467307, 0.174567], [1.755396, -1.730672, 1.121889], [0.609435, -0.000862, -1.301373], [-0.107834, -1.615408, -0.808108], [-2.518615, -2.115360, -0.119265]],
  "forces_ev_per_a": [[0.35, -0.20, -1.25], [-0.06, -0.41, 1.02], [-0.33, 0.01, 0.49], [-0.15, -0.36, -3.76], [-1.12, 0.22, -0.71], [3.06, -1.40, 0.61], [-2.59, -0.70, -1.34], [1.70, -1.18, -0.49], [-0.44, 0.34, 0.07], [0.64, 0.83, -0.14], [-0.08, 1.30, 0.09], [0.68, -0.17, 0.07], [-0.81, 1.51, 0.80], [0.78, 0.39, 0.35], [-0.51, -0.52, 1.98], [0.17, -1.37, 1.49], [0.42, 0.55, 0.18], [-1.72, 1.16, 0.55]],
  "lowdin_charge": [-0.090, -0.249, -0.267, -0.083, -0.280, -0.489, -0.010, 0.705, 0.082, 0.118, 0.115, 0.113, 0.103, 0.046, 0.036, 0.141, 0.093, -0.085],
  "total_charge": 0,
  "homo_lumo_gap_ev": [7.56, 7.47],
  "homo_ev": [-7.48, -7.48]
}

3.
{
  "formula": "C5H10N2S",
  "method": "ωB97M-V/def2-TZVPD",
  "elements": ["C", "N", "N", "C", "C", "C", "C", "S", "H", "H", "H", "H", "H", "H", "H", "H", "H", "H"],
  "positions_angstrom": [[0.873687, 1.703535, -1.019153], [1.251510, 1.634089, 0.291051], [1.554530, 0.381038, 0.655480], [0.864330, -0.529296, -0.110590], [0.220297, -1.695512, 0.406740], [-0.619878, -0.624122, -0.143570], [-1.344546, 0.445274, 0.749509], [-1.445112, -0.817591, -1.603074], [0.531542, 2.674161, -1.164512], [1.094051, 0.606895, -1.678992], [1.501256, 0.363290, 1.784912], [1.493241, -0.602583, -1.072137], [0.380931, -2.640215, -0.137258], [0.368217, -1.585610, 1.373500], [-2.324665, 0.308768, 1.288561], [-1.438373, 1.222082, -0.056258], [-0.610715, 0.786480, 1.598610], [-2.350304, -1.630684, -1.162818]],
  "forces_ev_per_a": [[2.73, -3.46, 3.38], [-0.99, 1.28, -4.93], [0.39, 0.54, 5.38], [2.69, -1.30, -3.36], [0.25, -2.26, -2.88], [-1.18, 1.72, 2.64], [1.40, 0.89, 0.80], [0.05, 0.25, -3.13], [-0.37, 1.43, -1.58], [-1.37, 4.99, 1.07], [0.06, -0.52, -3.62], [-1.45, -1.04, 1.27], [-0.37, 0.47, 0.70], [0.00, -0.92, 4.95], [0.87, -0.71, -1.07], [-0.31, -0.10, 1.61], [-1.45, -0.32, -1.68], [-0.98, -0.92, 0.42]],
  "lowdin_charge": [-0.033, -0.060, -0.094, -0.479, -0.071, -0.848, -0.093, 0.856, 0.033, 0.139, 0.199, 0.146, 0.137, 0.067, 0.085, 0.054, 0.094, -0.131],
  "total_charge": 0,
  "smiles": "C=NN[C@H]1C[C@]1(C)S",
  "homo_lumo_gap_ev": 9.32,
  "homo_ev": -8.54
}

4.
{
  "formula": "C5H10N3O2S",
  "method": "ωB97M-V/def2-TZVPD",
  "elements": ["C", "N", "C", "C", "N", "N", "C", "S", "C", "O", "O", "H", "H", "H", "H", "H", "H", "H", "H", "H", "H"],
  "positions_angstrom": [[-2.948193, -1.824841, 0.109134], [-1.840235, -0.977734, -0.172462], [-1.454878, 0.004751, 0.449407], [-0.298618, 0.897162, -0.171915], [-0.647334, 2.259571, -0.316303], [0.133238, 0.386247, -1.567606], [1.161324, -0.333318, -1.840943], [1.824036, -0.508027, -0.127381], [3.475890, 0.130994, 0.544108], [1.596583, -1.766974, 0.427724], [0.812932, 0.676196, 0.595852], [-3.780073, -1.711935, -0.493267], [-2.431700, -2.811321, -0.040957], [-3.199096, -1.890305, 1.190729], [-1.701998, 0.405842, 1.397310], [-1.445919, 2.525022, 0.177652], [-0.000745, 2.961894, -0.116437], [-0.488344, 0.720235, -2.314788], [4.229672, -0.644276, 0.718258], [3.896017, 1.006373, -0.028713], [3.107441, 0.494443, 1.580603]],
  "forces_ev_per_a": [[3.12, -2.81, 3.26], [-0.69, 0.61, -1.99], [1.62, 1.54, -1.29], [-1.16, -0.11, -0.66], [-0.40, -1.63, -0.66], [-0.39, 0.15, 0.00], [0.00, 0.59, -0.08], [0.47, 3.10, 1.89], [-1.03, 1.63, 0.80], [-0.28, -2.19, 0.50], [3.06, -1.10, 0.04], [-1.37, 0.43, -1.44], [-1.28, 0.32, -0.30], [-0.30, 0.60, -0.51], [-0.84, 0.22, 1.27], [-1.78, 0.06, 0.76], [1.92, 0.81, 0.06], [0.15, -0.44, 0.18], [-0.61, -0.26, -0.56], [-0.72, -1.01, 0.41], [0.51, -0.51, -1.70]],
  "lowdin_charge": [-0.079, 0.012, -0.070, -0.549, 0.171, 0.032, -0.008, 0.946, -0.067, -0.247, -0.174, 0.066, 0.110, 0.098, 0.131, 0.083, 0.092, 0.171, 0.079, 0.094, 0.108],
  "total_charge": 1,
  "smiles": "C/N=C/[C@]1(N)[NH+]=C=[S@](C)(=O)O1",
  "homo_lumo_gap_ev": 8.74,
  "homo_ev": -13.38
}

5.
{
  "formula": "C5H10N4",
  "method": "ωB97M-V/def2-TZVPD",
  "elements": ["C", "C", "C", "C", "N", "N", "C", "N", "N", "H", "H", "H", "H", "H", "H", "H", "H", "H", "H"],
  "positions_angstrom": [[-1.819279, -0.201566, -0.312309], [0.581264, 1.218573, -0.317623], [-0.362782, -0.449171, 0.022311], [0.581940, -0.550520, -1.084996], [-0.960325, -1.581465, 1.950873], [1.502152, 1.380405, 0.664748], [1.787245, -0.790142, -1.535790], [0.012474, -0.963044, 1.184765], [0.169084, 2.156958, -1.050674], [-1.846135, -1.085088, 2.022250], [-0.576398, -1.780138, 2.863873], [1.566852, 0.649054, 1.358412], [1.751346, 2.332452, 0.882377], [-0.389073, 1.868920, -1.845827], [-2.335978, -1.162271, -0.358386], [-2.300528, 0.418932, 0.446752], [-1.921165, 0.285936, -1.277871], [1.950624, -1.667174, -2.153751], [2.608681, -0.080651, -1.459135]],
  "forces_ev_per_a": [[0.13, -0.04, 0.06], [1.79, 0.03, -1.33], [-1.34, -2.58, 0.52], [0.28, 2.36, 2.43], [-0.73, 0.02, 0.31], [-0.14, -0.26, -0.14], [-0.07, 0.10, -0.84], [0.67, 0.53, -1.77], [-0.52, -0.05, 0.30], [0.12, 0.07, 0.18], [-0.10, 0.22, -0.02], [-0.10, 0.11, 0.06], [-0.05, -0.13, 0.13], [0.05, -0.14, -0.01], [0.01, -0.04, 0.02], [0.03, -0.02, -0.03], [-0.03, 0.00, 0.02], [0.09, -0.11, 0.06], [-0.08, -0.06, 0.05]],
  "lowdin_charge": [-0.038, -0.441, -0.469, -0.024, -0.022, 0.125, 0.039, -0.057, 0.139, 0.060, 0.067, 0.085, 0.106, 0.049, 0.088, 0.085, 0.070, 0.065, 0.074],
  "total_charge": 0,
  "homo_lumo_gap_ev": [7.54, 7.54],
  "homo_ev": [-6.90, -6.90]
}

6.
{
  "formula": "C5H10N4",
  "method": "ωB97M-V/def2-TZVPD",
  "elements": ["H", "N", "C", "N", "C", "C", "C", "N", "N", "C", "H", "H", "H", "H", "H", "H", "H", "H", "H"],
  "positions_angstrom": [[-3.257212, 0.542880, -0.013093], [-2.288082, 0.763680, -0.251083], [-1.541992, -0.268410, 0.004797], [-2.124612, -1.368220, 0.568147], [-0.077842, -0.244070, -0.331183], [0.490728, -1.548740, -0.811053], [0.646598, 0.894900, -0.205713], [0.094278, 2.088730, 0.218947], [1.976188, 0.878510, -0.547443], [2.770228, 0.772960, 0.465247], [-1.493192, -1.975030, 1.080407], [-2.976082, -1.194730, 1.087037], [-0.216972, -2.060990, -1.471583], [0.707528, -2.202800, 0.039727], [1.414238, -1.422380, -1.384793], [-0.922752, 2.059990, 0.054417], [0.513478, 2.844380, -0.314443], [2.426708, 0.687100, 1.512047], [3.858758, 0.752240, 0.299607]],
  "forces_ev_per_a": [[0.12, 0.29, 0.05], [0.37, -0.43, -0.11], [-0.35, 2.19, -0.48], [0.73, -1.43, 0.62], [-0.90, -0.35, 0.35], [0.22, -0.15, 0.03], [-2.49, -1.13, -0.18], [0.23, 0.48, -0.54], [2.59, 0.24, 1.76], [-0.27, 0.10, -1.21], [-0.18, 0.00, -0.22], [0.16, 0.04, -0.25], [0.03, 0.03, 0.18], [0.10, -0.25, -0.16], [-0.12, 0.09, 0.22], [0.33, 0.05, 0.15], [-0.02, 0.15, 0.32], [-0.05, 0.04, -0.48], [-0.50, 0.04, -0.04]],
  "lowdin_charge": [0.044, 0.078, -0.448, 0.113, -0.197, -0.074, -0.436, 0.124, 0.053, 0.014, 0.094, 0.097, 0.080, 0.070, 0.071, 0.051, 0.096, 0.095, 0.075],
  "total_charge": 0,
  "smiles": "[H]/N=C(N)/C(C)=C(\\N)N=C",
  "homo_lumo_gap_ev": 8.62,
  "homo_ev": -7.77
}

Sequential calculated total energy output: -704.0390; -704.0308; -703.9991; -909.0243; -415.3437; -415.5109 Eh
Sequential ΔE to the lowest compared entry with this formula, charge and spin output: 5.030; 5.251; 6.115; 5.146; 5.801; 1.250 eV